ORCA calculation (ωB97M-V/def2-TZVPD) on 5 unconnected molecules or ions with the total composition C24H42BF4O16P in a non-equilibrium geometry.

Geometry as XYZ:
```
88
Properties=species:S:1:pos:R:3
P -3.22338 2.61921 5.52887
F 2.97172 -0.87236 -2.86352
F -1.78568 1.70416 -5.86522
F 3.03282 -5.99610 -10.45126
F 3.51661 -4.28771 -4.16351
O -1.58215 0.10316 -1.72531
O 4.03594 -2.28939 0.09134
O 1.60415 -4.10981 -5.34889
O 4.76578 -1.93768 -1.99259
O -4.09370 0.31582 4.09857
O 6.45546 -3.71059 -8.78293
O -0.24801 3.57387 0.35182
O 6.08918 -4.46457 -10.87701
O 2.38547 -3.16058 -7.21499
O 4.50375 -4.70427 -9.32350
O 6.18185 -2.74940 -0.42672
O 0.06221 0.73636 -3.12462
O -5.03104 2.29893 3.20045
O 0.16010 -3.36174 -6.92101
O -2.06752 1.04367 -3.72204
O -1.58953 3.90707 3.59529
C -1.23167 0.57445 -2.75478
C 3.87226 -4.94185 -10.57156
C -3.24668 -0.15663 3.02783
C 1.26814 -3.52423 -6.53801
C -3.97802 1.92473 8.24354
C -3.83920 1.33531 6.85508
C 2.97150 -1.64130 -0.61411
C 3.35210 -1.89442 -2.05239
C 2.98553 -4.41983 -5.40561
C 5.10807 -2.36521 -0.73977
C -1.28952 1.82593 -4.61235
C -2.88180 -1.57632 3.31271
C -2.72955 1.12877 10.32103
C -2.77793 4.11388 4.36715
C 3.51558 -3.37917 -6.36105
C -1.42519 2.13623 5.68381
C -0.34477 4.21847 1.59678
C 5.04706 -5.24839 -11.47135
C 1.45839 1.89678 0.92482
C 0.08049 1.20307 -4.47880
C -2.67889 1.99404 9.06307
C 5.76123 -4.24076 -9.58331
C -1.74226 4.12146 2.20973
C 0.02460 2.19288 0.48384
B -4.21351 1.68274 4.13328
H -3.26551 0.41424 6.84413
H -4.50061 2.51737 2.41159
H -4.84339 1.06011 6.52855
H 1.42559 1.55689 1.95582
H 3.76748 -2.44977 -5.84788
H -1.83259 1.31467 10.90247
H 0.34663 3.81826 2.33385
H -2.10194 -1.91923 2.64659
H -2.36166 0.47767 2.96069
H 3.29794 -4.05966 -10.85731
H 5.31605 -6.30444 -11.43106
H -3.61174 4.38670 3.72202
H -0.83012 3.00327 5.93827
H -1.06763 1.66865 4.78166
H 4.37539 -3.71976 -6.93155
H 0.89158 1.90961 -4.63225
H -2.48732 3.02199 9.34962
H -0.70156 1.70150 1.12735
H 2.00911 -2.06805 -0.34372
H -3.80604 -0.09337 2.09740
H -2.25996 5.06128 2.02569
H -1.80712 1.67643 8.50000
H -1.34262 2.87279 -4.30953
H -2.60732 4.97032 5.02365
H -0.09078 5.26546 1.49628
H -4.44243 2.90860 8.22585
H -0.11543 1.76767 -0.49965
H 2.97254 -0.57849 -0.37572
H -3.62892 1.33159 10.88539
H -2.31362 3.31686 1.73605
H -4.66211 1.28635 8.79491
H -2.49528 -1.65395 4.32170
H -2.69245 0.09174 10.01270
H 2.06473 2.79109 0.93006
H 3.11226 -5.44996 -5.74009
H -3.83860 3.61450 6.37431
H 4.88547 -4.95554 -12.50495
H -3.75404 -2.20487 3.22502
H 2.97810 -2.83141 -2.46118
H 0.20479 0.35613 -5.15475
H -1.30342 1.41368 6.47307
H 1.90653 1.09438 0.36214
```

As for the HOMO energy: -7.362 eV. Its LUMO energy is 0.34 eV. The HOMO-LUMO gap is 7.70 eV. The value obtained for the strongest force on any atom is 1.3 eV/A.

Here are the Löwdin charges for atoms 1 to 4, given in e: number 1, P, carries 0.890; number 2, F, carries 0.068; number 3, F, carries 0.081; number 4, F, carries 0.081